(1)
9 unconnected molecules or ions with the total composition C29H45Cl3O26S2 in a non-equilibrium geometry. Source: the OMol25 dataset; level of theory: ωB97M-V/def2-TZVPD.

Geometry as XYZ:
```
105
Properties=species:S:1:pos:R:3:lowdin_charge:R:1
C -15.85559 -29.58893 3.69174 -0.026
C -16.37313 -28.18250 3.51668 -0.306
C -16.08999 -27.52810 2.17020 -0.100
O -17.36067 -27.37170 1.60121 0.090
C -18.30294 -27.79877 2.42525 -0.603
O -19.44989 -27.64939 2.13101 0.156
O -17.79853 -28.36169 3.51864 0.094
H -16.31536 -30.13705 2.86939 0.099
H -15.92830 -30.04533 4.67891 0.092
H -14.78784 -29.53234 3.48011 0.085
H -16.04312 -27.59680 4.37467 0.152
H -15.49450 -28.18151 1.53259 0.131
H -15.50191 -26.61180 2.22170 0.136
C -25.38489 -30.27927 -5.50612 -0.010
C -24.29693 -29.23236 -5.87003 -0.357
C -22.92628 -29.60490 -5.36547 -0.082
O -22.05896 -29.38752 -6.52104 0.085
C -22.83567 -29.23968 -7.60527 -0.482
O -22.36914 -29.06783 -8.76840 0.087
O -24.14114 -29.20380 -7.24385 0.087
H -26.31401 -29.84598 -5.87634 0.081
H -25.52783 -30.34196 -4.42734 0.084
H -25.24501 -31.24767 -5.98646 0.092
H -24.52306 -28.25512 -5.44346 0.153
H -22.85593 -30.60085 -4.92814 0.129
H -22.81315 -28.96802 -4.48815 0.132
C -24.05782 -23.49182 7.71645 -0.026
C -22.97491 -22.57024 7.10764 -0.334
C -23.63143 -21.42737 6.28691 -0.050
O -23.03221 -20.22670 6.92088 0.062
C -22.24029 -20.55985 7.96464 -0.499
O -21.51980 -19.79799 8.56415 0.147
O -22.25659 -21.95163 8.16317 0.060
H -24.69105 -22.87553 8.35467 0.084
H -23.57904 -24.29349 8.27874 0.085
H -24.73404 -23.84426 6.93760 0.084
H -22.38132 -23.14047 6.39310 0.145
H -24.70617 -21.51860 6.44406 0.114
H -23.54451 -21.53390 5.20562 0.129
C -29.84851 -33.40872 1.93752 -0.013
C -30.50200 -34.19885 0.79981 -0.300
C -31.98451 -33.96874 0.61434 -0.126
O -32.13107 -33.62760 -0.74787 0.056
C -30.88618 -33.57988 -1.35722 -0.489
O -30.71197 -33.21563 -2.52083 0.118
O -29.90240 -33.72823 -0.44316 0.074
H -28.88836 -33.88456 2.13705 0.083
H -30.46204 -33.53077 2.83015 0.086
H -29.75096 -32.36536 1.63756 0.097
H -30.33765 -35.27514 0.85158 0.151
H -32.36717 -33.16196 1.23948 0.130
H -32.62017 -34.81394 0.87832 0.134
C -20.79846 -35.13354 2.62101 -0.020
C -21.28956 -33.66395 2.60325 -0.299
C -22.77305 -33.41537 2.18367 -0.075
O -23.24772 -32.55519 3.20773 0.069
C -22.33716 -32.44226 4.18432 -0.554
O -22.49824 -31.85915 5.23048 0.141
O -21.22057 -33.16006 3.93155 0.076
H -19.80661 -35.29960 3.04144 0.082
H -20.72892 -35.45882 1.58300 0.083
H -21.51801 -35.68450 3.22665 0.086
H -20.54881 -33.09210 2.04434 0.147
H -23.46019 -34.26139 2.17004 0.134
H -22.74921 -32.94586 1.20027 0.130
C -33.31981 -28.29698 7.76993 -0.022
C -34.53858 -27.47499 8.17184 -0.311
C -34.82549 -26.22872 7.38636 -0.064
O -36.19418 -26.43792 7.02403 0.086
C -36.69546 -27.59793 7.31180 -0.519
O -37.91184 -28.00812 7.17411 0.060
O -35.74802 -28.22781 7.99813 0.079
H -33.27212 -29.21649 8.35331 0.086
H -32.40341 -27.70744 7.74232 0.088
H -33.40376 -28.70887 6.76425 0.087
H -34.47647 -27.27265 9.24109 0.152
H -34.10849 -26.05995 6.58293 0.139
H -34.84167 -25.37244 8.06062 0.138
O -29.78359 -22.73621 7.78155 -0.251
S -30.23682 -21.63134 8.61422 0.751
O -31.01248 -20.53258 7.99059 -0.246
O -30.86781 -22.18326 10.06879 -0.227
C -29.82930 -22.58729 10.91370 -0.189
C -28.94177 -21.31915 10.81438 -0.165
O -28.96647 -21.01699 9.43048 -0.204
H -30.32389 -22.70594 11.87776 0.137
H -29.43468 -23.53338 10.54318 0.130
H -27.95393 -21.60089 11.17893 0.129
H -29.29283 -20.54410 11.49565 0.132
O -22.46219 -23.76313 -2.58566 -0.235
S -22.58016 -22.72865 -3.57615 0.714
O -21.48046 -22.68438 -4.55219 -0.244
O -24.05930 -22.67157 -4.25391 -0.181
C -24.88517 -21.85580 -3.53931 -0.230
C -24.08166 -20.78163 -2.92905 -0.204
O -22.79025 -21.27394 -2.85844 -0.184
H -25.57862 -21.48586 -4.29455 0.148
H -25.28976 -22.56926 -2.82141 0.140
H -24.33502 -20.31590 -1.97668 0.143
H -23.99826 -19.93926 -3.61576 0.133
Cl -27.45414 -27.01227 0.15691 0.484
C -26.68424 -26.62866 1.73218 -1.553
Cl -27.87967 -26.87952 2.98437 0.515
Cl -26.21841 -24.94917 1.72271 0.528
H -25.87558 -27.32279 1.96098 0.026
```

As for the multiplicity: 1. Its SMILES is C[C@H]1COC(=O)O1.C[C@H]1COC(=O)O1.C[C@H]1COC(=O)O1.C[C@H]1COC(=O)O1.C[C@H]1COC(=O)O1.C[C@H]1COC(=O)O1.O=S1(=O)OCCO1.O=S1(=O)OCCO1.ClC(Cl)Cl. As for the LUMO energy: -0.11 eV. The relative energy (zero: lowest compared OMol25 entry of this formula, charge and spin) comes out at 0.0 kJ/mol.


(2)
A molecular structure, C29H45ClF9InOP in a non-equilibrium geometry. Source: the OMol25 dataset; level of theory: ωB97M-V/def2-TZVPD.

Geometry as XYZ:
```
87
Properties=species:S:1:pos:R:3:lowdin_charge:R:1
In -0.50205 0.85230 1.20618 0.584
Cl -2.56468 -0.34518 0.16885 0.049
P -0.10118 0.37889 -2.05370 1.113
C -1.22107 2.82200 1.27290 -0.280
H -0.58359 3.65286 1.61161 -0.103
H -2.24781 2.91943 1.71224 -0.106
C 1.32418 -0.51625 -2.89963 -0.419
C 0.02526 2.17654 -2.59524 -0.416
C 2.64752 0.15017 -2.52812 -0.232
H 1.28426 -1.50326 -2.39864 0.113
C 3.82762 -0.73991 -2.92764 -0.200
H 2.73684 1.10417 -3.07102 0.101
H 2.68833 0.38364 -1.45790 0.069
C 3.79554 -1.07267 -4.42184 -0.205
H 4.76341 -0.23058 -2.66169 0.108
H 3.77720 -1.66474 -2.33619 0.109
C 2.42959 -1.60084 -4.88149 -0.198
H 4.05010 -0.16834 -4.99271 0.111
H 4.56955 -1.81613 -4.64376 0.101
C 1.26484 -0.72688 -4.41208 -0.216
H 2.40758 -1.67294 -5.97589 0.104
H 2.28480 -2.61351 -4.48074 0.111
H 1.32522 0.24207 -4.92219 0.097
H 0.32063 -1.18683 -4.71792 0.078
C -1.62585 -0.29774 -2.91455 -0.486
C 0.56283 2.40795 -4.00169 -0.230
H -1.01712 2.53823 -2.52990 0.123
C 0.50419 3.89256 -4.35318 -0.199
H 1.60519 2.06960 -4.05704 0.091
H -0.00214 1.84301 -4.75168 0.084
C 1.28865 4.73861 -3.34459 -0.208
H 0.90641 4.04310 -5.36240 0.104
H -0.54696 4.21066 -4.35981 0.113
C 0.88504 4.46086 -1.89735 -0.191
H 2.36216 4.53120 -3.45898 0.112
H 1.14423 5.80275 -3.56193 0.100
C 0.84606 2.96578 -1.56860 -0.246
H 1.57504 4.95965 -1.20463 0.105
H -0.12008 4.86028 -1.70482 0.115
H 1.87029 2.57093 -1.53992 0.084
H 0.41436 2.84774 -0.55916 0.039
C -1.62650 -1.83451 -2.93530 -0.228
H -2.40586 0.01282 -2.19514 0.021
C -3.00848 -2.34055 -3.36613 -0.201
H -0.86685 -2.20831 -3.63590 0.096
H -1.37723 -2.23096 -1.94131 0.090
C -3.45876 -1.73361 -4.70178 -0.207
H -2.98925 -3.43467 -3.44099 0.103
H -3.72886 -2.07474 -2.57908 0.110
C -3.30840 -0.20807 -4.78233 -0.199
H -2.87805 -2.19337 -5.51330 0.107
H -4.50788 -1.99516 -4.87962 0.100
C -1.96296 0.30823 -4.26895 -0.221
H -3.43472 0.12094 -5.82067 0.103
H -4.10182 0.26564 -4.18790 0.115
H -1.18040 0.06195 -5.00150 0.093
H -2.00801 1.40304 -4.19986 0.103
C 0.67816 -2.27584 1.37316 -0.057
C 0.20158 -1.24665 2.03091 -0.260
H 1.71284 -2.24882 0.97305 0.121
C -1.08826 -1.27754 2.88258 -0.268
H 1.03529 -0.62651 2.39799 0.076
C -1.57900 -2.71476 3.12385 -0.182
H -0.89480 -0.71749 3.79499 0.108
H -1.94623 -0.77170 2.37726 -0.005
C -1.44227 -3.55220 1.83177 -0.201
H -1.01443 -3.11068 3.97538 0.110
H -2.64648 -2.61149 3.40347 0.115
C -0.03209 -3.59687 1.27279 -0.176
H -1.83938 -4.53868 2.05405 0.102
H -2.05516 -3.05761 1.07076 0.082
H 0.53777 -4.35330 1.83444 0.121
H -0.05504 -3.90020 0.22672 0.110
F 2.71944 3.00890 2.77192 0.150
C 3.00519 1.68209 2.75441 -0.486
F 4.16564 1.50176 3.44228 0.137
F 2.00601 1.07594 3.46204 0.113
C 3.07493 1.13406 1.29524 -0.336
O 1.87590 0.93166 0.70627 -0.195
C 3.92288 2.19991 0.51299 -0.480
F 4.97381 2.69761 1.21782 0.136
F 4.42524 1.70046 -0.65634 0.132
F 3.15040 3.26198 0.16532 0.137
C 3.97554 -0.16066 1.34799 -0.472
F 5.30547 0.10982 1.45490 0.136
F 3.64357 -0.96790 2.39846 0.132
F 3.81033 -0.91694 0.22733 0.130
```

As for the multiplicity: 1. The charge is -1. As for the LUMO energy (spin up / spin down): 2.60 / 2.60 eV.